1.
This record from OMol25 describes a single C8H12O molecule at a distorted geometry. The level of theory is the ωB97M-V functional and the def2-TZVPD basis.

LUMO, eV: 1.03
Highest occupied orbital energy, eV: -8.94
Spin multiplicity: 1
Orbital gap, eV: 9.97
E, Eh: -387.0879

Last column: Mulliken charge in e.
Positions of all 21 atoms, in Å:
C1 -2.9555 -0.7890 -0.2815  -1.38
C2 -1.4876 -0.4248 0.3031  0.25
C3 -1.3012 1.0632 0.4247  -0.62
C4 0.2195 1.3278 0.4910  0.11
C5 1.1197 1.3002 -0.7304  -1.06
C6 0.6864 -0.0699 -0.0765  0.75
C7 1.7908 -0.9749 0.4003  -0.35
C8 3.0684 -0.7471 0.0150  -0.74
H1 -3.0235 -1.7288 -0.4540  0.50
H2 -3.5492 -0.5292 0.7086  0.29
H3 -3.4097 -0.1625 -1.1588  0.28
H4 -1.3528 -1.1577 1.2478  0.19
H5 -1.7368 1.8880 1.3089  0.26
H6 -1.7915 1.5026 -0.4380  0.27
H7 0.5054 1.6683 1.5982  0.25
H8 2.1547 1.6213 -0.4184  0.38
H9 0.7359 1.7762 -1.6824  0.24
H10 1.3779 -1.7387 1.2393  0.17
H11 3.1815 0.0898 -0.7857  0.23
H12 3.8427 -1.3218 0.3296  0.37
O1 -0.4722 -0.7525 -0.5961  -0.40

Force components x, y, z for each atom (eV/Å):
C 0.391 7.991 3.258
C -2.701 -2.047 0.599
C -0.628 4.500 2.445
C -0.066 -2.199 2.404
C -0.544 0.605 0.654
C 1.146 1.573 -1.274
C -0.583 -0.155 1.648
C -3.876 2.129 -1.815
H -0.508 -6.306 -1.219
H 0.523 -0.627 -2.181
H 1.335 -0.958 1.637
H -0.354 2.057 -1.499
H 0.637 -3.220 -1.967
H 0.201 0.005 -0.472
H 0.020 -0.659 -2.857
H -1.297 -0.390 -0.735
H 0.440 -1.057 1.079
H 1.524 1.518 -2.180
H 0.292 -1.926 1.613
H 2.317 -1.410 0.856
O 1.731 0.576 0.006

---

2.
This record from OMol25 describes 3 unconnected molecules or ions with the total composition C3H7O2. The level of theory is the ωB97M-V functional and the def2-TZVPD basis.

LUMO, eV: 4.18
Total charge: -1
Highest occupied orbital energy, eV: -2.47
Spin multiplicity: 1
Orbital gap, eV: 6.65
E, Eh: -268.9243

Last column: Mulliken charge in e.
Positions of all 12 atoms, in Å:
C1 0.6780 3.1058 1.1830  0.08
O1 1.6303 3.8226 1.3923  -0.49
H1 0.3928 2.7571 0.1861  0.20
H2 0.0262 2.7540 1.9935  0.18
H3 -1.1350 -4.1630 -2.9364  0.13
C2 0.0527 -0.9266 -0.5429  -0.74
C3 -0.3589 -0.5553 0.7101  -0.16
O2 -0.1575 0.5510 1.3134  -0.71
H4 -0.1157 -1.9469 -0.8566  0.10
H5 0.4471 -0.2109 -1.2542  0.26
H6 -0.8488 -1.3503 1.3137  0.29
H7 -0.6111 -3.8376 -2.5021  -0.14

Force components x, y, z for each atom (eV/Å):
C -0.040 0.095 0.375
O 0.010 -0.032 -0.152
H 0.043 -0.025 -0.181
H -0.012 -0.045 -0.042
H 0.309 0.159 0.236
C -0.460 -0.138 0.083
C 0.834 0.283 0.208
O -0.400 0.062 -0.071
H -0.106 -0.081 -0.181
H 0.207 0.009 0.057
H -0.073 -0.132 -0.095
H -0.313 -0.154 -0.236

---

3.
This record from OMol25 describes a single C3H7N3 molecule at a distorted geometry. The level of theory is the ωB97M-V functional and the def2-TZVPD basis.

LUMO, eV: 0.84
Highest occupied orbital energy, eV: -9.39
Spin multiplicity: 1
Orbital gap, eV: 10.23
E, Eh: -282.7402

Last column: Mulliken charge in e.
Positions of all 13 atoms, in Å:
C1 0.0156 -0.8048 -0.2386  0.47
C2 0.3665 0.6611 -0.3734  -0.02
C3 -0.0565 1.5343 0.7619  -0.55
H1 -1.3816 -2.1013 -1.0490  0.22
H2 -1.1753 -0.5971 -1.9087  0.21
H3 0.2034 -2.4138 0.6986  0.21
H4 0.2635 1.0651 -1.3539  0.38
H5 -0.3972 2.5353 0.6054  0.27
H6 -0.5089 1.0429 1.6247  0.26
H7 1.6102 0.5150 1.1697  0.35
N1 -0.8065 -1.2842 -1.2061  -0.47
N2 0.5179 -1.4264 0.7333  -0.66
N3 1.3489 1.2738 0.5362  -0.66

Force components x, y, z for each atom (eV/Å):
C 0.575 1.576 -0.142
C -0.603 -0.148 0.925
C -0.256 -0.561 0.610
H 0.276 0.198 0.021
H 0.504 -1.222 1.240
H 0.316 0.584 0.334
H 0.308 0.317 -0.647
H -0.060 0.487 -0.276
H 0.013 0.003 -0.271
H 0.189 0.088 -0.092
N -1.124 0.916 -1.821
N -0.089 -1.614 0.632
N -0.047 -0.624 -0.513

---

4.
This record from OMol25 describes a molecular structure, C28H69FGaO16S5. The level of theory is the ωB97M-V functional and the def2-TZVPD basis.

LUMO, eV: 1.38
Total charge: -1
Highest occupied orbital energy, eV: -4.05
Spin multiplicity: 1
Orbital gap, eV: 5.44
E, Eh: -6327.5735

Last column: Mulliken charge in e.
Positions of all 120 atoms, in Å:
C1 3.1370 1.8283 -6.5169  -0.84
O1 2.4287 1.6772 -5.3140  -0.22
C2 1.2755 2.5012 -5.2060  -0.75
C3 0.0672 1.6291 -4.9513  -0.78
C4 0.2177 0.7007 -3.7436  0.05
C5 0.5606 1.4174 -2.4490  -0.59
C6 1.1019 0.5080 -1.3385  -0.71
C7 2.0812 -0.5644 -1.8040  -0.24
C8 3.0125 -1.0455 -0.6893  -0.36
C9 3.3457 -2.5294 -0.8079  -1.15
C10 4.0183 -2.9081 -2.1464  -0.55
C11 3.4375 -4.1855 -2.7568  -0.98
Ga1 4.2981 -4.7550 -4.5256  0.06
C12 5.4223 -6.4898 -4.3039  0.20
C13 6.5866 -6.5215 -5.2973  -1.13
F1 5.9395 -6.6717 -2.9847  -0.37
H1 3.5612 2.8300 -6.6184  0.31
H2 2.5044 1.6234 -7.3851  0.34
H3 3.9522 1.1153 -6.5242  0.25
H4 1.1148 3.0196 -6.1513  0.49
H5 1.4121 3.2526 -4.4304  0.32
H6 -0.8497 2.2139 -4.9014  0.33
H7 -0.0153 0.9820 -5.8232  0.37
H8 0.9352 -0.0601 -4.0249  0.40
H9 -0.7473 0.2193 -3.6022  -0.33
H10 -0.3653 1.8620 -2.0825  0.23
H11 1.2335 2.2536 -2.6065  0.39
H12 0.2503 0.0353 -0.8486  0.35
H13 1.5557 1.1334 -0.5701  0.17
H14 1.5126 -1.4094 -2.1790  0.28
H15 2.6737 -0.1500 -2.6126  0.39
H16 3.9222 -0.4481 -0.7237  0.21
H17 2.5299 -0.8999 0.2801  0.14
H18 3.9777 -2.8057 0.0326  0.47
H19 2.4047 -3.0697 -0.7505  0.39
H20 3.9265 -2.0927 -2.8598  0.26
H21 5.0796 -3.0473 -1.9552  0.38
H22 2.3800 -3.9929 -2.9380  0.38
H23 3.5305 -4.9893 -2.0295  0.41
H24 3.1009 -5.1092 -5.5698  -0.31
H25 5.3093 -3.6489 -5.1289  -0.26
H26 4.7905 -7.3530 -4.5083  0.22
H27 6.5806 -5.6615 -5.9569  0.25
H28 7.5244 -6.5776 -4.7499  0.29
H29 6.5247 -7.4188 -5.9175  0.26
O2 -3.4672 0.9144 -2.7287  -0.63
S1 -4.2213 -0.2440 -3.1048  1.24
O3 -4.7044 -0.3930 -4.4429  -0.69
O4 -5.4530 -0.3958 -2.0932  -0.16
C14 -6.2984 0.7531 -1.8940  -0.28
C15 -7.2826 0.9424 -3.0312  -0.96
C16 -3.3600 -1.7004 -2.6259  -1.05
H30 -5.6887 1.6447 -1.7389  0.32
H31 -6.8391 0.5586 -0.9682  0.22
H32 -6.7732 1.2260 -3.9516  0.30
H33 -7.9979 1.7230 -2.7770  0.30
H34 -7.8212 0.0144 -3.2266  0.28
H35 -3.0490 -1.6028 -1.5897  0.29
H36 -2.4918 -1.7970 -3.2750  0.49
H37 -4.0190 -2.5542 -2.7542  0.33
O5 5.0321 -1.1235 2.1920  -0.57
S2 5.2126 0.1591 2.7911  1.20
O6 6.4916 0.8050 2.7828  -0.63
O7 4.6745 0.1052 4.2935  -0.28
C17 5.1740 -0.9491 5.1393  -0.40
C18 6.5623 -0.6524 5.6714  -0.77
C19 4.0050 1.2756 2.1619  -1.00
H38 5.1434 -1.8962 4.5983  0.36
H39 4.4618 -1.0155 5.9599  0.29
H40 7.3029 -0.6670 4.8723  0.28
H41 6.8436 -1.4016 6.4121  0.39
H42 6.5923 0.3334 6.1365  0.08
H43 3.0286 0.8034 2.2204  0.29
H44 4.2663 1.4753 1.1251  0.37
H45 4.0366 2.1918 2.7464  0.42
O8 6.3687 2.7325 7.1826  -0.65
S3 6.7283 3.9767 6.5719  1.23
O9 8.1004 4.3707 6.4976  -0.63
O10 5.8926 5.1414 7.2762  -0.29
C20 5.9246 5.2017 8.7139  -0.36
C21 7.2043 5.8235 9.2380  -0.98
C22 5.9914 4.1032 4.9803  -0.96
H46 5.7672 4.2037 9.1260  0.32
H47 5.0665 5.8111 8.9918  0.27
H48 8.0640 5.1839 9.0430  0.29
H49 7.1291 5.9784 10.3147  0.39
H50 7.3895 6.7824 8.7542  0.26
H51 4.9368 3.8555 5.0644  0.29
H52 6.4977 3.3903 4.3299  0.34
H53 6.1289 5.1156 4.6103  0.43
O11 -5.5461 -5.6042 -0.4608  -0.68
S4 -5.2935 -4.3147 0.1053  1.24
O12 -3.9966 -3.7176 0.0211  -0.55
O13 -5.7588 -4.3263 1.6305  -0.28
C23 -5.2531 -5.3867 2.4660  -0.38
C24 -3.8263 -5.1380 2.9139  -0.98
C25 -6.4893 -3.1668 -0.4869  -0.92
H54 -5.3477 -6.3403 1.9443  0.34
H55 -5.9214 -5.4139 3.3249  0.27
H56 -3.1320 -5.1924 2.0766  0.29
H57 -3.5320 -5.8856 3.6508  0.38
H58 -3.7318 -4.1470 3.3576  0.26
H59 -7.4793 -3.5977 -0.3664  0.43
H60 -6.2768 -2.9891 -1.5385  0.30
H61 -6.3922 -2.2409 0.0735  0.29
O14 -8.5786 3.2649 -0.8882  -0.61
S5 -8.6846 3.5451 0.5123  1.25
O15 -8.9889 2.5015 1.4410  -0.63
O16 -9.7087 4.7486 0.7150  -0.30
C26 -11.0072 4.6270 0.1004  -0.33
C27 -11.9360 3.7238 0.8876  -0.98
C28 -7.2380 4.3932 1.0469  -0.97
H62 -10.8942 4.2853 -0.9296  0.31
H63 -11.4015 5.6408 0.0686  0.28
H64 -11.6009 2.6877 0.8579  0.29
H65 -12.9419 3.7705 0.4699  0.39
H66 -11.9720 4.0297 1.9329  0.26
H67 -7.0421 5.2149 0.3641  0.32
H68 -6.4207 3.6756 1.0246  0.37
H69 -7.3987 4.7518 2.0598  0.34

Force components x, y, z for each atom (eV/Å):
C -0.007 0.031 -0.051
O -0.006 0.080 0.256
C -0.099 -0.167 -0.438
C 0.150 -0.481 0.040
C -0.288 0.401 -0.254
C -0.258 -0.167 0.344
C -0.249 0.098 -0.148
C 0.004 0.385 0.494
C -0.232 -0.307 -0.090
C 0.224 0.533 -0.504
C -0.152 -0.443 0.448
C 0.490 0.431 -0.428
Ga -0.142 -0.287 0.339
C -0.278 0.720 -0.599
C -0.305 -0.586 0.150
F 0.085 -0.114 0.144
H 0.003 0.172 -0.010
H -0.097 0.022 -0.072
H 0.101 -0.170 0.116
H 0.033 0.255 -0.113
H 0.171 0.090 0.127
H -0.030 0.258 0.108
H -0.217 -0.043 -0.212
H 0.227 -0.106 0.200
H -0.101 -0.335 0.007
H -0.107 0.245 0.048
H 0.379 -0.011 -0.162
H -0.080 -0.208 0.132
H 0.185 0.124 0.104
H 0.006 -0.181 -0.292
H 0.094 -0.114 -0.318
H 0.200 0.117 0.211
H 0.005 0.219 0.154
H -0.015 -0.245 0.153
H -0.182 -0.231 0.206
H 0.033 0.163 -0.123
H 0.280 0.075 -0.133
H -0.286 -0.191 0.023
H -0.112 -0.246 0.128
H 0.087 -0.008 -0.098
H -0.005 0.116 0.010
H -0.085 -0.233 0.297
H 0.184 0.247 -0.047
H 0.186 0.170 0.031
H 0.152 -0.069 -0.144
O -0.086 0.139 -0.159
S 0.032 -0.409 0.284
O 0.060 0.184 -0.053
O 0.188 -0.099 0.019
C -0.491 0.375 -0.027
C 0.106 -0.015 -0.210
C 0.027 0.021 0.059
H 0.124 -0.088 -0.055
H 0.115 -0.136 0.037
H 0.018 -0.012 0.018
H 0.017 -0.011 0.093
H -0.024 -0.001 0.051
H -0.025 -0.024 0.011
H -0.021 0.068 -0.047
H 0.012 -0.012 -0.016
O 0.282 -0.074 0.021
S -0.426 0.208 0.149
O 0.066 -0.064 -0.065
O -0.058 0.180 -0.173
C 0.264 -0.379 0.358
C 0.074 0.150 -0.166
C -0.031 0.033 0.042
H -0.024 0.074 -0.112
H -0.101 0.128 -0.080
H -0.016 -0.033 -0.002
H -0.056 -0.023 0.012
H -0.036 -0.038 0.061
H 0.006 -0.021 -0.025
H 0.023 -0.057 -0.014
H 0.020 -0.007 0.004
O 0.127 -0.061 0.071
S -0.244 0.267 -0.124
O 0.054 -0.133 0.036
O -0.013 -0.064 -0.195
C 0.062 0.069 0.522
C 0.128 -0.072 -0.138
C -0.027 -0.045 -0.088
H 0.023 -0.041 -0.117
H -0.045 0.009 -0.168
H -0.017 -0.010 0.005
H -0.062 0.003 0.002
H -0.043 0.028 0.035
H 0.003 -0.011 0.035
H 0.031 -0.050 0.059
H 0.031 0.009 0.033
O 0.216 -0.070 -0.028
S -0.393 0.330 0.212
O 0.084 -0.152 -0.148
O -0.064 0.080 -0.179
C 0.262 -0.362 0.357
C 0.061 0.101 -0.178
C -0.082 0.001 0.053
H -0.024 0.073 -0.108
H -0.099 0.130 -0.079
H -0.011 -0.018 0.005
H -0.055 -0.015 0.017
H -0.026 -0.021 0.054
H 0.014 -0.028 0.013
H 0.051 -0.003 0.004
H 0.040 0.007 -0.015
O -0.120 -0.222 -0.008
S 0.166 0.522 0.210
O -0.019 -0.154 -0.154
O 0.192 -0.076 0.026
C -0.537 -0.071 -0.174
C 0.151 -0.135 0.072
C 0.000 0.036 0.013
H 0.126 -0.026 0.033
H 0.158 0.059 0.068
H -0.002 0.010 -0.019
H 0.006 0.056 -0.027
H -0.040 0.049 -0.014
H -0.011 -0.007 -0.011
H -0.028 -0.040 -0.016
H -0.011 -0.019 0.008

---

5.
This record from OMol25 describes 2 unconnected molecules or ions with the total composition C3H8O2S at a distorted geometry. The level of theory is the ωB97M-V functional and the def2-TZVPD basis.

LUMO, eV: 5.99
Total charge: -2
Highest occupied orbital energy, eV: 0.17
Spin multiplicity: 1
Orbital gap, eV: 5.82
E, Eh: -667.7073

Last column: Mulliken charge in e.
Positions of all 14 atoms, in Å:
C1 -0.0348 0.9303 -0.5601  -0.31
O1 -0.0883 1.0029 -1.9588  -0.52
C2 -0.1748 -0.5570 -0.1630  -0.38
C3 -0.1243 -0.8748 1.3235  -0.78
S1 0.1397 -2.5884 1.8823  -0.77
H1 0.8931 1.3826 -0.1736  0.25
H2 -0.8721 1.4893 -0.0874  0.19
H3 0.6308 -1.0221 -0.7557  0.25
H4 -1.0548 -0.9951 -0.6528  0.23
H5 -1.0994 -0.5166 1.6767  0.22
H6 0.5661 -0.2069 1.8437  0.24
H7 -0.0548 1.9903 -2.2046  0.40
H8 -0.3758 4.4192 -1.7897  0.13
O2 0.2238 3.6937 -2.0794  -1.14

Force components x, y, z for each atom (eV/Å):
C -0.904 -0.432 0.619
O -0.047 0.843 -0.526
C 1.236 -0.059 -1.211
C -0.720 0.612 0.149
S 0.014 -0.158 -0.135
H -0.072 -0.241 0.010
H 0.249 0.063 -0.219
H 0.156 -0.248 0.559
H -0.218 0.287 0.348
H -0.124 -0.181 0.289
H 0.383 -0.003 -0.219
H 0.033 -0.304 0.584
H 0.535 -0.901 -0.305
O -0.521 0.722 0.054